Arrangement 1

24
Properties=species:S:1:pos:R:3 method="wB97M-V/def2-TZVPD" multiplicity=1 lumo_ev=0.39 smiles="CC1=CC=CC[C@H]1C(=O)N(O)C=O" homo_lumo_gap_ha=0.3360 total_charge=0
C 0.605 -1.684 -1.393
C 1.131 -0.726 -0.360
C 2.351 -0.163 -0.370
C 2.760 0.851 0.610
C 1.764 1.578 1.141
C 0.297 1.252 0.886
C 0.194 -0.251 0.726
C -1.286 -0.793 0.544
O -1.683 -1.691 1.247
N -2.323 -0.071 -0.149
O -3.598 -0.541 0.235
C -2.342 0.908 -1.150
O -3.319 1.564 -1.377
H 0.843 -1.164 -2.344
H -0.389 -1.753 -1.141
H 1.158 -2.707 -1.257
H 3.163 -0.537 -1.084
H 3.751 1.096 0.636
H 1.873 2.291 1.850
H -0.474 1.577 1.740
H -0.077 1.859 -0.081
H 0.483 -0.684 1.690
H -3.523 -1.010 1.134
H -1.358 0.800 -1.735


Arrangement 2

24
Properties=species:S:1:pos:R:3 method="wB97M-V/def2-TZVPD" multiplicity=1 lumo_ev="0.27 / 0.21" homo_lumo_gap_ha="0.2708 / 0.2679" total_charge=0
C 0.515 2.450 0.756
C -0.572 2.031 0.008
C -1.429 -1.154 -0.618
C 1.672 0.215 1.423
C 1.374 1.215 0.288
C 0.853 -1.568 0.097
C 2.074 -1.069 0.713
C 0.087 0.812 -0.377
C -3.430 -0.165 -1.393
N -0.127 -0.651 -0.239
O -1.708 -2.308 -0.595
O 3.145 -0.810 -0.214
O -2.087 -0.101 -1.022
H 0.755 3.241 1.465
H -1.599 2.476 -0.104
H 2.488 0.569 1.950
H 0.790 -0.070 2.039
H 2.275 1.394 -0.279
H 0.536 -2.587 0.265
H 2.484 -1.894 1.382
H -3.520 -1.309 -1.475
H -3.524 0.385 -2.335
H -4.158 0.167 -0.754
H 3.107 -1.269 -0.982


Stability ranking, top entry: arrangement 1; the second entry is 135.9 kJ/mol less favorable.


Arrangement 1

24
Properties=species:S:1:pos:R:3 method="wB97M-V/def2-TZVPD" multiplicity=1 lumo_ev=0.76 smiles="CONC(=O)c1ccccc1OC" homo_lumo_gap_ha=0.3602 total_charge=0
C -0.360 -3.254 -0.618
O -1.020 -2.146 -1.290
N 0.037 -1.436 -1.904
C 0.295 -0.158 -1.428
O 0.827 0.648 -2.216
C 0.299 0.107 -0.002
C 1.086 -0.602 0.897
C 1.078 -0.241 2.245
C 0.218 0.781 2.697
C -0.523 1.503 1.768
C -0.442 1.235 0.392
O -1.142 1.833 -0.581
C -0.551 3.015 -1.168
H 0.277 -2.880 0.246
H 0.466 -3.774 -1.391
H -1.265 -4.020 -0.440
H 0.029 -1.440 -2.950
H 1.796 -1.359 0.630
H 1.548 -0.832 2.999
H -0.034 0.935 3.786
H -1.247 2.183 2.247
H 0.376 2.755 -1.610
H -1.230 3.402 -1.952
H -0.519 3.748 -0.360


Arrangement 2

24
Properties=species:S:1:pos:R:3 method="wB97M-V/def2-TZVPD" multiplicity=1 lumo_ev=0.18 smiles="O=C(O)c1ccccc1NCCO" homo_lumo_gap_ha=0.3541 total_charge=0
O -0.857 2.928 -0.064
C -0.302 1.926 0.259
O 1.042 1.878 0.533
C -0.943 0.552 0.012
C -2.317 0.627 -0.328
C -2.984 -0.590 -0.518
C -2.410 -1.834 -0.244
C -1.155 -1.935 0.303
C -0.356 -0.713 0.340
N 0.911 -0.728 0.970
C 1.970 -1.486 0.423
C 2.436 -0.883 -0.870
O 3.167 0.274 -0.805
H 1.094 0.929 0.755
H -2.645 1.664 -0.501
H -4.028 -0.379 -0.859
H -3.039 -2.763 -0.441
H -0.759 -2.770 0.913
H 0.776 -0.728 1.988
H 2.835 -1.658 1.141
H 1.546 -2.432 0.119
H 3.188 -1.632 -1.260
H 1.594 -0.856 -1.616
H 2.610 1.105 -0.610


Stability ranking, top entry: arrangement 2; the second entry is 232.6 kJ/mol less favorable.


Arrangement 1

41
Properties=species:S:1:pos:R:3 method="wB97M-V/def2-TZVPD" multiplicity=1 lumo_ev=0.56 smiles="CCCCOc1ccccc1C(=O)NCCCC(=O)O" homo_lumo_gap_ha=0.3460 total_charge=0
C 0.287 2.939 1.558
C 1.151 3.858 0.703
C 2.176 3.102 -0.144
C 1.540 2.126 -1.142
O 1.268 0.853 -0.586
C 2.273 -0.063 -0.445
C 3.599 0.190 -0.783
C 4.567 -0.790 -0.648
C 4.232 -2.048 -0.183
C 2.918 -2.309 0.150
C 1.929 -1.337 0.043
C 0.551 -1.772 0.433
O 0.220 -2.943 0.392
N -0.262 -0.800 0.905
C -1.643 -1.047 1.236
C -2.587 -0.477 0.174
C -4.050 -0.756 0.530
C -4.970 -0.135 -0.489
O -5.687 -0.730 -1.246
O -4.902 1.205 -0.472
H 0.909 2.292 2.173
H -0.350 2.321 0.931
H -0.353 3.526 2.214
H 0.511 4.452 0.047
H 1.690 4.551 1.353
H 2.776 3.827 -0.698
H 2.845 2.546 0.517
H 2.165 2.018 -2.036
H 0.562 2.500 -1.460
H 3.896 1.158 -1.155
H 5.588 -0.560 -0.915
H 4.984 -2.815 -0.084
H 2.616 -3.283 0.504
H 0.031 0.159 0.811
H -1.864 -0.600 2.211
H -1.762 -2.131 1.302
H -2.351 -0.930 -0.790
H -2.437 0.602 0.093
H -4.275 -0.320 1.505
H -4.236 -1.829 0.560
H -5.495 1.579 -1.143


Arrangement 2

41
Properties=species:S:1:pos:R:3 method="wB97M-V/def2-TZVPD" multiplicity=1 lumo_ev=0.71 smiles="CCCCOCCCNC(=O)c1ccc2c(c1)OCO2" homo_lumo_gap_ha=0.3325 total_charge=0
C 7.401 2.331 0.510
C 6.112 2.120 -0.274
C 5.448 0.792 0.079
C 4.150 0.588 -0.706
O 3.589 -0.697 -0.574
C 2.975 -0.952 0.671
C 2.308 -2.325 0.625
C 1.334 -2.465 -0.551
N 0.277 -1.482 -0.513
C -0.932 -1.738 0.036
O -1.241 -2.831 0.470
C -1.882 -0.581 0.039
C -1.460 0.733 0.197
C -2.364 1.791 0.228
C -3.696 1.483 0.089
C -4.128 0.162 -0.058
C -3.244 -0.885 -0.077
O -5.492 0.144 -0.166
C -5.909 1.488 -0.074
O -4.776 2.320 0.078
H 8.111 1.535 0.296
H 7.203 2.333 1.579
H 7.860 3.280 0.243
H 6.329 2.142 -1.344
H 5.419 2.938 -0.060
H 6.125 -0.033 -0.151
H 5.240 0.769 1.151
H 3.415 1.355 -0.413
H 4.353 0.694 -1.776
H 3.715 -0.939 1.484
H 2.228 -0.170 0.886
H 1.774 -2.486 1.562
H 3.077 -3.090 0.522
H 1.883 -2.357 -1.488
H 0.860 -3.448 -0.507
H 0.483 -0.566 -0.872
H -0.413 0.955 0.333
H -2.040 2.810 0.358
H -3.564 -1.909 -0.173
H -6.452 1.771 -0.989
H -6.574 1.611 0.796


Stability ranking, top entry: arrangement 1; the second entry is 131.7 kJ/mol less favorable.